DFT (ωB97M-V/def2-TZVPD) results for an isolated ion of composition C3H5BrN2P and charge +1 at a distorted geometry.

Results
HOMO level (alpha / beta): -12.33 / -12.33 eV
F_max: 7.230 eV Å⁻¹
Charge: +1
E: -3141.7350 Ha
Kohn-Sham gap (alpha / beta): 7.8 / 7.8 eV

```
12
Properties=species:S:1:pos:R:3:forces:R:3:nbo_charge:R:1
C -1.186749 -1.284114 0.464031 0.2 7.2 1.0 0.11
C -1.297978 0.843850 0.998775 0.7 -5.5 -1.7 0.03
C 0.465239 0.123748 -0.344172 -0.8 0.7 0.2 -0.05
N -0.256244 1.154200 0.249453 -2.3 -5.2 1.3 -0.49
N -0.065500 -1.136003 -0.167328 -0.7 2.2 0.7 -0.46
P 1.967077 0.594656 -1.148773 -0.7 2.7 -0.4 0.40
Br -2.611219 1.807980 1.742963 -0.1 0.4 0.1 0.32
H -1.790529 -1.974636 0.923699 -0.9 -1.9 0.7 0.24
H -0.077666 2.070326 0.079076 1.3 3.4 -0.8 0.45
H 0.405931 -1.924987 -0.546243 0.8 -0.7 -0.5 0.46
H 1.749899 -0.333475 -2.075829 0.6 -1.8 -1.4 -0.01
H 2.697740 0.058456 -0.175652 1.8 -1.4 0.9 -0.01
```
Forces are in eV/Å.